C19H36Cl2F15N3O11S | ωB97M-V/def2-TZVPD

Calculated values
Total charge: +2
Frontier orbital gap (eV): 8.5485
Energy relative to the best compared isomer or geometry (same formula, charge and spin) (kJ/mol): 0.00

Each line ends with the Löwdin charge.
Positions of all 87 atoms, in Å:
N1 -1.799 -3.313 -0.224  0.28
H1 -1.273 -2.408 -0.164  0.07
H2 -2.614 -3.277 0.389  0.14
H3 -1.295 -4.167 -0.018  0.14
H4 -2.259 -3.333 -1.145  0.11
N2 -1.710 -1.228 3.979  0.30
H5 -1.282 -0.461 3.408  0.06
H6 -0.927 -1.783 4.315  0.15
H7 -2.353 -1.724 3.366  0.14
H8 -2.288 -0.845 4.733  0.14
N3 2.358 -3.998 1.584  0.29
H9 2.671 -3.975 2.557  0.15
H10 1.605 -4.654 1.413  0.14
H11 3.121 -4.062 0.905  0.09
H12 1.996 -3.015 1.545  0.05
C1 1.369 0.970 0.378  -0.65
F1 0.634 2.061 0.265  0.16
F2 1.785 0.652 -0.849  0.15
F3 2.415 1.200 1.146  0.16
S1 0.329 -0.392 1.162  0.59
O1 1.283 -1.416 1.570  -0.35
O2 -0.301 0.361 2.269  -0.32
O3 -0.626 -0.832 0.151  -0.33
C2 -0.896 -1.224 -3.711  -0.03
C3 0.360 -0.778 -2.999  -0.18
O4 1.468 -1.685 -3.152  0.08
C4 1.521 -2.723 -2.341  -0.36
O5 0.770 -2.926 -1.418  0.11
C5 2.799 -3.550 -2.496  -0.53
F4 3.089 -4.173 -1.348  0.13
F5 2.582 -4.535 -3.405  0.16
F6 3.843 -2.867 -2.914  0.21
H13 -1.633 -0.526 -3.317  0.06
H14 -1.131 -2.282 -3.685  0.09
H15 -0.840 -0.940 -4.765  0.10
H16 0.182 -0.718 -1.924  0.07
H17 0.745 0.208 -3.254  0.13
C6 -4.417 1.636 -0.715  -0.04
C7 -3.883 0.232 -0.794  -0.17
O6 -4.700 -0.534 -1.725  0.08
C8 -4.213 -1.557 -2.357  -0.36
O7 -3.152 -2.082 -2.098  0.07
C9 -5.223 -2.224 -3.308  -0.54
F7 -4.636 -3.025 -4.176  0.20
F8 -6.046 -2.961 -2.517  0.16
F9 -5.994 -1.340 -3.924  0.20
H18 -3.649 2.368 -0.449  0.08
H19 -5.166 1.714 0.071  0.09
H20 -4.736 2.073 -1.661  0.10
H21 -3.952 -0.302 0.157  0.12
H22 -2.833 0.164 -1.076  0.09
C10 2.886 3.057 -4.667  -0.05
C11 1.845 4.163 -4.603  -0.16
O8 0.761 3.797 -3.746  0.04
C12 -0.310 3.102 -4.001  -0.41
O9 -0.600 2.587 -5.043  0.17
C13 -1.155 2.896 -2.721  -0.50
F10 -2.146 3.825 -2.736  0.15
F11 -1.747 1.704 -2.649  0.16
F12 -0.432 3.145 -1.618  0.15
H23 2.501 2.038 -4.691  0.07
H24 3.576 3.105 -3.822  0.08
H25 3.502 3.185 -5.558  0.09
H26 1.455 4.322 -5.611  0.13
H27 2.260 5.124 -4.315  0.13
C14 1.795 2.321 5.723  -0.07
C15 0.350 1.863 5.749  -0.18
O10 -0.360 2.699 4.834  0.05
C16 -1.555 2.325 4.429  -0.39
O11 -2.177 1.380 4.832  0.12
C17 -2.101 3.160 3.249  -0.56
F13 -1.326 4.139 2.849  0.21
F14 -2.316 2.316 2.236  0.15
F15 -3.288 3.645 3.634  0.18
H28 2.360 1.801 6.504  0.08
H29 1.907 3.397 5.830  0.09
H30 2.408 1.983 4.882  0.03
H31 -0.033 2.081 6.746  0.14
H32 0.309 0.824 5.420  0.12
Cl1 4.582 -1.776 0.842  0.61
C18 4.999 -1.475 2.564  -0.61
C19 5.221 -0.002 2.802  -0.64
Cl2 4.727 0.477 4.446  0.61
H33 5.850 -2.081 2.864  0.09
H34 4.132 -1.807 3.135  0.04
H35 4.748 0.607 2.034  0.05
H36 6.273 0.274 2.745  0.08